# 1
{
  "formula": "C23H44NO16P",
  "method": "the ωB97M-V functional and the def2-TZVPD basis",
  "lumo_ev": 0.44,
  "orbital_gap_ev": 9.60,
  "smiles": "CCOCCO[C@]1(CC(=O)O)OC(=O)[C@H](CCOCC)[C@@H]1[PH2]=N.COC(=O)OC.COC(=O)OC.COC(=O)OC",
  "e_homo_ev": -9.15,
  "species": ["P", "O", "O", "O", "O", "O", "O", "O", "O", "O", "O", "O", "O", "O", "O", "O", "O", "N", "C", "C", "C", "C", "C", "C", "C", "C", "C", "C", "C", "C", "C", "C", "C", "C", "C", "C", "C", "C", "C", "C", "C", "H", "H", "H", "H", "H", "H", "H", "H", "H", "H", "H", "H", "H", "H", "H", "H", "H", "H", "H", "H", "H", "H", "H", "H", "H", "H", "H", "H", "H", "H", "H", "H", "H", "H", "H", "H", "H", "H", "H", "H", "H", "H", "H", "H"],
  "coordinates": [[4.37, 2.96, 0.70], [2.33, -0.27, -0.47], [-0.47, -0.09, -0.16], [-2.83, 3.52, 1.82], [-4.70, 4.66, 1.28], [5.63, -2.20, -1.28], [1.75, -1.93, 3.44], [-3.75, 3.47, -0.24], [-9.21, 1.45, 0.39], [-0.37, 0.94, -2.15], [-0.48, -2.29, -4.77], [3.13, -0.89, -2.47], [-2.66, -2.38, -4.19], [-1.95, -2.63, -6.32], [-6.96, 1.43, 0.48], [2.37, 1.02, 1.49], [-8.05, 0.03, 1.71], [5.51, 2.53, 1.67], [-3.68, 3.85, 1.03], [-9.30, -0.51, 2.16], [1.03, 1.77, -0.42], [-8.17, 1.02, 0.82], [-4.76, 5.13, 2.63], [6.23, -1.21, -0.46], [3.78, -3.03, 4.32], [2.50, -0.82, 3.03], [5.22, -0.24, 0.12], [2.31, -2.66, 4.51], [5.28, -3.40, -0.60], [3.60, 1.73, -0.42], [4.45, 0.55, -0.95], [-0.16, -2.04, -3.40], [-3.32, -2.80, -6.71], [2.31, 1.05, 0.11], [0.01, 0.84, -1.03], [1.58, 0.07, 2.22], [-2.71, 2.55, -0.64], [3.31, -0.30, -1.46], [-6.93, 2.50, -0.48], [4.03, -4.00, -1.23], [-1.78, -2.43, -5.01], [-3.90, -1.91, -6.47], [-7.41, 2.18, -1.41], [3.34, -4.37, -0.47], [4.53, -0.78, 0.77], [5.76, 0.46, 0.76], [-3.29, -2.95, -7.79], [4.26, -4.82, -1.91], [0.96, -0.53, 1.56], [2.17, -2.10, 5.44], [-3.87, 5.70, 2.88], [-7.44, 3.37, -0.09], [0.92, 0.63, 2.87], [-0.62, -1.12, -3.06], [-9.85, -0.94, 1.32], [3.36, -1.09, 2.43], [-5.64, 5.77, 2.68], [3.98, -3.28, 3.28], [6.77, -1.68, 0.37], [4.01, -3.91, 4.93], [-0.49, -2.88, -2.78], [0.93, -1.95, -3.35], [5.12, -3.19, 0.46], [3.51, -3.23, -1.81], [1.72, -3.58, 4.58], [-1.74, 3.02, -0.50], [-2.78, 1.64, -0.06], [6.97, -0.68, -1.06], [5.31, 2.70, 2.64], [4.45, -2.22, 4.61], [-9.04, -1.29, 2.87], [1.29, 2.47, -1.21], [-0.50, -0.94, -0.61], [2.88, -0.26, 3.90], [-5.88, 2.72, -0.63], [-2.87, 2.34, -1.69], [3.31, 2.33, -1.29], [6.12, -4.10, -0.68], [3.24, 3.59, 1.27], [5.13, 0.83, -1.75], [0.57, 2.31, 0.42], [-4.87, 4.30, 3.33], [-9.90, 0.25, 2.64], [4.77, 3.89, -0.27], [-3.76, -3.66, -6.21]]
}


# 2
{
  "formula": "C40H26F5I2NNbOP2",
  "method": "the ωB97M-V functional and the def2-TZVPD basis",
  "lumo_ev": [-11.72, -11.73],
  "total_charge": 3,
  "orbital_gap_ev": [2.95, 2.95],
  "relative_energy_ev": 0.0000,
  "e_homo_ev": [-14.67, -14.67],
  "species": ["I", "I", "Nb", "P", "P", "F", "F", "F", "F", "F", "O", "N", "C", "C", "C", "C", "C", "C", "C", "C", "C", "C", "C", "C", "C", "C", "C", "C", "C", "C", "C", "C", "C", "C", "C", "C", "C", "C", "C", "C", "C", "C", "C", "C", "C", "C", "C", "C", "C", "C", "C", "C", "H", "H", "H", "H", "H", "H", "H", "H", "H", "H", "H", "H", "H", "H", "H", "H", "H", "H", "H", "H", "H", "H", "H", "H", "H", "H"],
  "coordinates": [[8.68, -0.23, 1.89], [3.37, -0.25, 4.93], [2.19, 0.87, -0.08], [-0.54, 0.79, -0.58], [-2.49, -1.35, -2.25], [3.49, 3.88, 1.72], [1.15, 6.19, -1.66], [2.15, 1.46, -2.27], [2.78, 6.37, 0.51], [0.95, 3.79, -3.18], [2.64, 0.60, 1.87], [3.62, -0.67, -0.36], [-0.37, -0.04, 1.04], [4.49, -0.24, 3.18], [-2.08, 2.96, -1.35], [-4.88, -2.84, -1.78], [-1.74, -4.04, 0.74], [-1.64, 4.53, 0.97], [-1.22, -0.65, 3.24], [-2.45, 5.01, -0.04], [4.44, -0.53, 0.80], [-5.08, -0.46, -2.25], [2.07, 2.63, -1.42], [2.64, 5.16, -0.16], [2.67, 2.75, -0.15], [-7.08, -1.79, -1.87], [6.27, -1.67, -0.30], [-1.23, 0.21, 2.12], [1.91, 5.07, -1.34], [5.36, -2.00, -1.31], [-0.81, -4.88, 0.24], [-1.80, -2.74, -1.33], [4.11, -1.39, -1.44], [-0.99, 3.28, 0.84], [5.75, -1.00, 0.85], [0.51, -1.15, 1.13], [3.82, 0.00, 1.99], [5.90, -0.38, 3.15], [6.58, -0.59, 2.01], [-2.58, 4.29, -1.25], [-6.28, -2.88, -1.58], [-4.27, -1.60, -2.02], [-0.83, -3.60, -1.84], [-1.26, 2.45, -0.26], [-0.37, -4.69, -1.07], [-6.47, -0.57, -2.19], [0.55, -1.97, 2.27], [1.66, 3.82, -2.01], [-2.23, -2.97, -0.04], [-2.26, -0.09, -0.90], [-0.30, -1.71, 3.33], [3.00, 3.97, 0.46], [-1.37, 5.09, 1.87], [-4.64, 0.50, -2.47], [-0.41, -5.65, 0.89], [6.40, -0.39, 4.12], [-3.08, 5.88, 0.04], [-1.89, 1.08, 2.12], [1.16, -2.87, 2.27], [-3.21, 4.74, -2.04], [-4.25, -3.69, -1.52], [-0.21, 3.02, 1.59], [-0.32, -2.39, 4.14], [-2.94, 0.73, -1.19], [0.95, -1.49, 0.13], [5.67, -2.69, -2.08], [-2.18, 2.27, -2.21], [-0.46, -3.44, -2.85], [-1.95, -0.47, 4.04], [-8.14, -1.88, -1.99], [3.51, -1.44, -2.34], [7.30, -1.95, -0.36], [-3.05, -2.35, 0.32], [0.23, -5.51, -1.49], [-2.10, -4.16, 1.76], [-2.65, -0.46, 0.06], [-6.80, -3.84, -1.36], [-7.09, 0.29, -2.49]]
}


# 3
{
  "formula": "C30H48Br6O18",
  "method": "the ωB97M-V functional and the def2-TZVPD basis",
  "lumo_ev": 0.03,
  "orbital_gap_ev": 9.86,
  "relative_energy_ev": 0.0000,
  "smiles": "C[C@H]1COC(=O)O1.C[C@H]1COC(=O)O1.C[C@H]1COC(=O)O1.C[C@H]1COC(=O)O1.C[C@H]1COC(=O)O1.C[C@H]1COC(=O)O1.BrCCBr.BrCCBr.BrCCBr",
  "e_homo_ev": -9.83,
  "species": ["Br", "Br", "Br", "Br", "Br", "Br", "O", "O", "O", "O", "O", "O", "O", "O", "O", "O", "O", "O", "O", "O", "O", "O", "O", "O", "C", "C", "C", "C", "C", "C", "C", "C", "C", "C", "C", "C", "C", "C", "C", "C", "C", "C", "C", "C", "C", "C", "C", "C", "C", "C", "C", "C", "C", "C", "H", "H", "H", "H", "H", "H", "H", "H", "H", "H", "H", "H", "H", "H", "H", "H", "H", "H", "H", "H", "H", "H", "H", "H", "H", "H", "H", "H", "H", "H", "H", "H", "H", "H", "H", "H", "H", "H", "H", "H", "H", "H", "H", "H", "H", "H", "H", "H"],
  "coordinates": [[-1.35, -4.76, 4.83], [1.64, -2.19, -1.45], [-0.88, -4.38, -0.45], [-5.13, -4.31, 1.39], [-0.17, -0.32, 5.56], [1.43, -0.82, 1.73], [-3.98, 0.13, 2.66], [-3.23, -6.28, -4.95], [3.96, 6.63, -2.81], [4.34, 0.35, 5.07], [-2.06, 0.81, -1.77], [-0.50, 1.80, -3.08], [-3.37, -4.41, -3.78], [0.98, 3.65, 0.10], [-0.32, 3.06, 1.83], [-1.86, -0.58, 2.79], [5.45, -0.84, 3.53], [-2.46, 1.01, 1.30], [-2.52, 1.40, -3.87], [1.85, 2.65, 1.94], [3.34, 4.83, -1.64], [5.39, 5.59, -1.39], [4.52, 1.03, 2.92], [-4.58, -6.16, -3.12], [-5.85, 1.56, 2.33], [-1.73, 1.28, -2.81], [5.63, -0.89, 2.13], [0.84, 3.17, 1.19], [-0.11, 2.52, 3.14], [-0.17, -2.21, 4.94], [-3.17, -4.49, 1.21], [-2.50, -4.04, -4.86], [4.89, 0.43, 1.69], [-0.48, 2.30, -4.39], [-2.23, -5.43, -5.48], [-4.71, 0.85, 1.65], [0.58, -0.59, -1.00], [-1.74, 1.69, -5.05], [-3.80, -5.68, -3.86], [-1.37, -3.30, -4.20], [-3.65, 1.73, 1.03], [-2.69, 0.10, 2.27], [1.37, 2.29, 3.25], [-0.02, -0.57, 0.38], [4.21, 5.80, -2.01], [-1.38, -2.90, 5.52], [3.80, 2.45, -1.49], [-2.62, 2.57, -5.94], [2.13, 3.10, 4.31], [4.90, -2.11, 1.57], [-2.83, -4.58, -0.23], [3.94, 3.83, -0.86], [5.37, 4.37, -0.66], [4.70, 0.16, 3.94], [1.82, 4.15, 4.22], [-2.46, -5.28, -6.54], [-0.48, 3.39, -4.48], [-0.11, -2.20, 3.86], [4.04, 0.25, 1.04], [2.75, 2.25, -1.69], [-0.18, -0.54, -1.78], [-1.94, 3.01, -6.68], [5.62, 1.11, 1.24], [-3.09, -5.53, -0.70], [-3.68, 2.75, 1.42], [5.60, 4.59, 0.38], [0.80, -2.59, 5.26], [-0.63, -2.85, -4.87], [6.71, -0.92, 1.95], [-6.45, 2.07, 1.57], [-1.41, -3.02, 6.59], [1.61, 1.25, 3.44], [3.21, 3.02, 4.21], [1.30, 0.21, -1.14], [-3.23, 3.28, -5.40], [-0.48, 3.28, 3.83], [-2.94, -3.42, -5.64], [-0.67, -1.39, 0.65], [5.22, -3.03, 2.04], [-3.19, 1.94, -6.62], [-1.67, -2.38, -3.69], [6.06, 3.65, -1.11], [-0.79, -3.95, -3.54], [-3.28, -3.83, -0.88], [-1.20, -5.78, -5.42], [-2.30, -2.44, 5.19], [-6.57, 0.93, 2.84], [-5.19, 0.15, 0.96], [3.39, 3.77, 0.09], [-1.54, 0.77, -5.60], [4.01, 1.70, -0.72], [-0.72, 1.63, 3.29], [1.92, 2.85, 5.35], [-3.78, 1.87, -0.05], [-2.71, -3.65, 1.73], [-2.92, -5.34, 1.84], [-0.47, 0.41, 0.53], [-5.47, 2.36, 2.97], [3.84, -2.00, 1.81], [0.37, 1.96, -4.98], [4.97, -2.11, 0.48], [4.47, 2.26, -2.32]]
}


Listing energy for the structures above in their given order: -68101.9301; -95322.4981; -489000.3132 eV.